(A)
An isolated molecule of C4H5NO3. Source: the Open Molecules 2025 dataset; level of theory: the ωB97M-V functional and the def2-TZVPD basis.

XYZ file:
```
13
Properties=species:S:1:pos:R:3:lowdin_charge:R:1
C 0.819 0.598 1.190 -0.211
C 2.074 0.819 0.719 -0.078
C -0.155 0.155 0.180 -0.290
C 0.052 -0.699 -0.814 -0.142
N -0.935 -1.058 -1.746 0.060
O 3.086 0.850 0.126 0.165
O -1.456 0.550 0.495 0.066
O 0.232 0.820 2.460 0.048
H 1.081 -1.134 -0.883 0.143
H -0.550 -1.544 -2.494 0.057
H -1.981 -0.103 0.187 0.035
H -1.613 -0.286 -1.789 0.103
H -0.654 1.031 2.368 0.043
```

orbital gap: 7.83 eV
E_HOMO: -7.497 eV
SMILES string: N/C=C(\O)C(O)=C=O


(B)
An isolated molecule of C4H5NO3. Source: the Open Molecules 2025 dataset; level of theory: the ωB97M-V functional and the def2-TZVPD basis.

XYZ file:
```
13
Properties=species:S:1:pos:R:3:lowdin_charge:R:1
C -1.124 -0.269 -0.132 -0.411
C -0.012 -0.988 0.030 0.017
C 1.300 -0.401 0.000 -0.506
C 0.201 1.370 0.341 -0.249
H -2.979 0.175 0.267 0.159
H -2.847 -1.631 0.262 0.072
H -0.054 -2.180 -0.029 0.181
H 0.315 2.545 0.261 0.190
H -0.040 1.020 1.347 0.154
N -2.463 -0.767 0.005 0.140
O 2.298 -1.082 0.061 0.115
O 1.323 0.936 -0.267 0.098
O -1.039 1.042 -0.241 0.040
```

orbital gap: 9.69 eV
E_HOMO: -9.092 eV
SMILES string: NC1=CC(=O)OCO1


Here are the energies relative to the best structure, in eV: (A) 1.136; (B) 0.000.


(A)
A cluster of 3 separate species, C4H15NO2 in total. Source: the Open Molecules 2025 dataset; level of theory: the ωB97M-V functional and the def2-TZVPD basis.

XYZ file:
```
22
Properties=species:S:1:pos:R:3:lowdin_spin:R:1
C -1.027 0.895 0.305 0.011
C -0.237 -0.436 0.181 0.059
N 1.205 -0.219 0.042 0.660
C 1.837 -1.425 -0.483 0.059
C 1.844 0.460 1.149 0.067
H -0.461 1.608 -0.299 0.000
H -1.065 1.206 1.342 0.000
H -2.004 0.794 -0.149 0.001
H -0.370 -1.072 1.036 0.033
H -0.618 -1.043 -0.637 0.004
H 1.576 -2.252 0.160 0.032
H 1.418 -1.584 -1.468 0.010
H 2.912 -1.437 -0.520 0.002
H 1.805 -0.215 2.004 0.038
H 1.335 1.400 1.334 0.005
H 2.864 0.729 0.913 0.005
H -5.178 -0.177 0.802 0.000
H -4.642 1.235 1.221 0.000
O -5.381 0.627 1.301 0.000
H 1.938 -0.245 -2.946 0.000
H 0.837 0.599 -2.260 0.001
O 1.413 0.553 -3.026 0.013
```

orbital gap (alpha / beta): 10.82 / 5.98 eV
E_HOMO (alpha / beta): -13.961 / -13.961 eV
spin multiplicity: 2
net charge: +1


(B)
A cluster of 3 separate species, C4H15NO2 in total. Source: the Open Molecules 2025 dataset; level of theory: the ωB97M-V functional and the def2-TZVPD basis.

XYZ file:
```
22
Properties=species:S:1:pos:R:3:lowdin_spin:R:1
C 1.383 -1.345 -1.440 0.073
N 0.450 -1.873 -0.429 0.631
C -0.428 -2.092 1.865 0.002
C -0.101 -1.203 0.703 0.099
C 0.789 0.005 1.186 0.088
H 1.247 -0.275 -1.492 0.003
H 2.389 -1.682 -1.199 0.019
H 1.019 -1.777 -2.380 0.027
H 1.009 -2.634 -0.007 0.014
H 0.542 -2.481 2.198 0.000
H -0.856 -1.520 2.686 0.000
H -1.087 -2.930 1.629 0.001
H -1.065 -0.770 0.383 0.032
H 1.707 -0.474 1.544 0.001
H 1.062 0.637 0.373 0.002
H 0.275 0.328 2.081 0.008
H -0.109 2.045 -2.868 0.000
H -1.180 2.101 -1.768 0.000
O -0.373 2.527 -2.078 0.000
H -1.951 4.897 -0.904 0.000
H -2.248 3.794 0.023 0.000
O -2.474 4.722 -0.105 0.000
```

orbital gap (alpha / beta): 10.29 / 5.42 eV
E_HOMO (alpha / beta): -13.620 / -13.620 eV
spin multiplicity: 2
net charge: +1


Here are the energies relative to the best structure, in eV: (A) 0.000; (B) 0.311.


(A)
A cluster of 2 separate species, C4H8IN2 in total. Source: the Open Molecules 2025 dataset; level of theory: the ωB97M-V functional and the def2-TZVPD basis.

XYZ file:
```
15
Properties=species:S:1:pos:R:3:lowdin_charge:R:1
C 1.066 -1.145 0.944 -0.089
C -0.977 -0.821 0.090 -0.030
C -0.067 0.017 -0.565 -0.412
C -0.329 1.054 -1.619 -0.035
N 1.210 -0.261 0.002 0.101
N -0.265 -1.504 1.065 0.121
I -0.116 2.035 2.147 0.360
H 1.893 -1.582 1.604 0.195
H -0.377 1.354 0.362 -0.132
H -2.081 -0.711 0.302 0.179
H 0.488 1.743 -1.629 0.085
H -1.380 1.400 -1.337 0.126
H -0.452 0.475 -2.589 0.125
H 2.145 0.093 -0.413 0.245
H -0.759 -2.146 1.636 0.164
```

orbital gap: 8.77 eV
E_HOMO: -12.945 eV
net charge: +1


(B)
A cluster of 2 separate species, C4H8IN2 in total. Source: the Open Molecules 2025 dataset; level of theory: the ωB97M-V functional and the def2-TZVPD basis.

XYZ file:
```
15
Properties=species:S:1:pos:R:3:lowdin_charge:R:1
C -0.371 -0.036 1.920 -0.075
C -0.306 0.842 -1.686 -0.055
C 0.584 0.271 0.721 -0.183
C -0.015 -0.099 -0.639 -0.422
N -0.999 -2.300 -0.518 0.416
N -0.566 -1.288 -0.654 0.018
I 2.601 -1.456 -1.785 0.418
H -0.115 0.361 2.949 0.114
H -1.392 0.423 1.899 0.095
H -0.493 -1.082 1.965 0.043
H -0.089 0.695 -2.822 0.139
H -1.485 1.020 -1.648 0.162
H 0.242 1.727 -1.246 0.112
H 0.983 1.327 0.678 0.146
H 1.422 -0.407 0.864 0.071
```

orbital gap (alpha / beta): 5.24 / 5.32 eV
E_HOMO (alpha / beta): -13.545 / -13.640 eV
net charge: +1


Here are the energies relative to the best structure, in eV: (A) 0.000; (B) 3.363.


(A)
An isolated molecule of C3H5BrSi. Source: the Open Molecules 2025 dataset; level of theory: the ωB97M-V functional and the def2-TZVPD basis.

XYZ file:
```
10
Properties=species:S:1:pos:R:3:lowdin_charge:R:1
C -0.383 -0.002 1.487 -0.288
C 1.050 0.000 -1.288 -0.299
C -0.777 0.862 2.282 0.054
Si -0.152 -0.854 -0.092 0.142
Br -1.955 -0.097 -1.160 0.331
H 0.819 -0.137 -2.384 0.042
H -1.103 1.497 3.070 0.024
H 2.086 0.011 -0.871 0.031
H 0.671 1.021 -1.019 0.013
H -0.255 -2.301 -0.025 -0.050
```

orbital gap: 10.59 eV
E_HOMO: -10.028 eV
SMILES string: C#C[Si@H](C)Br


(B)
A cluster of 2 separate species, C3H5BrSi in total. Source: the Open Molecules 2025 dataset; level of theory: the ωB97M-V functional and the def2-TZVPD basis.

XYZ file:
```
10
Properties=species:S:1:pos:R:3:lowdin_charge:R:1
C -2.427 -1.263 0.397 0.188
C -1.327 -0.956 -0.039 -0.269
C -0.011 -0.672 -0.357 -0.252
Si 1.151 0.734 0.041 0.649
Br 0.318 -2.695 2.291 -0.325
H -3.334 -1.736 0.708 0.061
H 0.211 -1.643 -0.918 0.101
H 1.548 0.841 1.501 -0.035
H 0.153 1.839 0.011 -0.067
H 1.825 0.635 -1.284 -0.050
```

orbital gap (alpha / beta): 5.14 / 5.15 eV
E_HOMO (alpha / beta): -8.455 / -8.461 eV


Here are the energies relative to the best structure, in eV: (A) 0.000; (B) 5.179.


(A)
A structure of composition C5H8ClN5. Source: the Open Molecules 2025 dataset; level of theory: the ωB97M-V functional and the def2-TZVPD basis.

XYZ file:
```
19
Properties=species:S:1:pos:R:3:lowdin_charge:R:1
C 3.363 0.358 1.380 -0.156
C 2.660 -0.955 0.907 -0.313
C 0.765 -0.221 -0.507 -0.494
C -1.074 0.390 -1.726 -0.440
C -1.178 0.070 0.390 -0.805
H 2.591 1.328 1.103 0.127
H 4.653 0.415 0.945 0.135
H 3.457 -0.040 2.636 0.129
H 3.322 -1.908 0.815 0.132
H 1.827 -1.149 1.653 0.096
H 2.610 -1.024 -1.235 0.202
H -1.021 0.505 -3.734 0.080
H -2.605 1.150 -3.090 0.194
N 1.942 -0.737 -0.398 0.019
N 0.288 0.229 -1.674 0.161
N -1.631 0.571 -2.946 0.122
N -1.878 0.436 -0.629 0.109
N 0.055 -0.372 0.637 0.070
Cl -1.969 0.116 1.959 0.632
```

orbital gap: 9.97 eV
E_HOMO: -9.205 eV


(B)
An isolated molecule of C5H8ClN5. Source: the Open Molecules 2025 dataset; level of theory: the ωB97M-V functional and the def2-TZVPD basis.

XYZ file:
```
19
Properties=species:S:1:pos:R:3:lowdin_charge:R:1
C 1.605 -0.605 -2.394 -0.097
C 1.115 0.747 -1.911 -0.241
C -0.036 0.361 0.230 -0.405
C -1.006 -0.043 2.223 -0.462
C -2.019 -0.616 0.336 -0.809
H 0.915 -1.354 -2.151 0.041
H 2.570 -0.892 -1.947 0.081
H 1.693 -0.648 -3.475 0.072
H 1.866 1.509 -2.220 0.117
H 0.134 1.016 -2.372 0.121
H 1.797 1.152 0.112 0.138
H -0.295 0.454 4.056 0.080
H -1.845 -0.293 4.132 0.138
N 1.014 0.853 -0.451 0.053
N 0.056 0.434 1.578 0.166
N -1.015 0.005 3.564 0.152
N -2.098 -0.601 1.638 0.095
N -1.057 -0.176 -0.447 0.110
Cl -3.394 -1.304 -0.501 0.651
```

orbital gap: 10.20 eV
E_HOMO: -9.283 eV
SMILES string: CCNc1nc(N)nc(Cl)n1


Here are the energies relative to the best structure, in eV: (A) 3.624; (B) 0.000.


(A)
A cluster of 2 separate species, HN3O in total. Source: the Open Molecules 2025 dataset; level of theory: the ωB97M-V functional and the def2-TZVPD basis.

XYZ file:
```
5
Properties=species:S:1:pos:R:3:lowdin_charge:R:1
H 0.964 1.047 -0.127 0.044
N -1.588 0.276 -0.245 0.023
N -1.724 -0.669 0.307 0.039
N 1.361 0.171 0.302 0.000
O 0.987 -0.825 -0.236 -0.105
```

orbital gap: 9.23 eV
E_HOMO: -9.589 eV
SMILES string: N#N.N=O


(B)
A structure of composition HN3O. Source: the Open Molecules 2025 dataset; level of theory: the ωB97M-V functional and the def2-TZVPD basis.

XYZ file:
```
5
Properties=species:S:1:pos:R:3:lowdin_charge:R:1
N 0.859 -0.616 0.321 -0.032
N -0.146 -1.346 0.605 0.057
N 0.119 0.081 -0.608 0.019
O -0.997 -0.591 -0.220 -0.133
H 0.166 2.472 -0.098 0.090
```

orbital gap (alpha / beta): 8.35 / 12.03 eV
E_HOMO (alpha / beta): -11.135 / -11.972 eV


Here are the energies relative to the best structure, in eV: (A) 0.000; (B) 6.988.